# 1
ORCA calculation (wB97M-V/def2-TZVPD) on an isolated molecule of C5H11NS.

```
18
Properties=species:S:1:pos:R:3:lowdin_charge:R:1
C 2.15 0.11 -0.32 -0.02
C 3.43 0.32 0.43 -0.68
C -2.21 -0.91 0.08 -0.09
C -0.82 -0.23 0.36 -0.24
C -0.32 0.61 -0.77 -0.23
N 1.07 0.97 -0.49 0.03
S 5.14 -0.46 0.06 0.16
H 1.89 -0.83 -0.89 0.15
H 1.12 1.78 0.03 0.11
H 3.66 1.43 0.46 0.07
H 3.38 -0.22 1.37 0.03
H -3.09 -0.33 -0.02 0.05
H -2.02 -1.63 -0.81 0.11
H -2.52 -1.57 0.84 0.05
H -0.07 -1.09 0.47 0.13
H -0.77 0.56 1.14 0.12
H -0.47 -0.01 -1.67 0.13
H -0.84 1.59 -0.86 0.14
```

## Properties
- Total charge: 0
- Kohn-Sham gap: 0.208 hartree
- E_HOMO: -6.590 eV

---

# 2
ORCA calculation (wB97M-V/def2-TZVPD) on the ion C5H11O with charge +1.

```
17
Properties=species:S:1:pos:R:3:lowdin_charge:R:1
C -1.24 -1.25 0.00 0.01
C 0.92 0.30 -0.39 -0.02
C -0.55 -2.42 -0.41 -0.07
C 1.53 1.66 -0.31 -0.08
C -0.92 1.21 0.74 0.08
O -0.41 -0.04 0.04 -0.22
H -1.98 -1.02 0.77 0.14
H 1.28 -0.72 -0.70 0.13
H -0.96 -3.32 0.02 0.10
H 0.54 -2.33 -0.13 0.10
H -0.41 -2.66 -1.51 0.13
H 1.59 2.03 0.74 0.09
H 1.06 2.44 -0.85 0.07
H 2.68 1.68 -0.71 0.17
H -0.74 1.94 -0.05 0.11
H -1.98 1.11 1.03 0.12
H -0.40 1.39 1.72 0.14
```

## Properties
- Total charge: +1
- Kohn-Sham gap (spin up / spin down): 0.313 / 0.331 hartree
- E_HOMO (spin up / spin down): -13.012 / -13.197 eV

---

One value per record, in order, for maximum force: 4.40; 3.50 eV/Å.
One value per record, in order, for ΔE to the lowest compared entry with this formula, charge and spin: 80.3; 107.3 kcal per mole.